{
  "formula": "C3H6NO2",
  "method": "the ωB97M-V functional and the def2-TZVPD basis",
  "symbols": ["O", "C", "N", "C", "O", "C", "H", "H", "H", "H", "H", "H"],
  "coordinates": [[-0.832582, -0.391209, -2.093527], [-0.509359, -0.275803, -0.907967], [0.561528, -0.857666, -0.348691], [1.446543, -0.096472, 0.811869], [2.498664, -0.736116, 1.110399], [-1.433714, 0.557798, -0.035923], [1.156580, -1.438811, -0.913572], [1.405831, 0.968436, 0.356596], [0.657781, 0.036732, 1.592540], [-1.525127, 1.537855, -0.491136], [-1.054612, 0.687248, 0.975226], [-2.371531, 0.008009, -0.055813]],
  "forces_ev_per_a": [[-0.2, -0.3, -0.4], [0.6, -0.3, -0.5], [-0.3, 0.7, 1.1], [-2.1, 0.6, -0.3], [0.7, 0.1, -0.2], [0.8, -0.2, 0.2], [0.0, 0.1, -0.4], [1.1, -0.6, 0.1], [0.1, -0.4, 0.4], [-0.3, 0.1, -0.2], [-0.2, -0.1, 0.1], [-0.2, 0.3, 0.2]],
  "e_homo_ha": -0.1188,
  "e_above_lowest_kcal_mol": 34.4,
  "total_charge": -1,
  "smiles": "CC(=O)NC[O-]",
  "gap_ev": 7.47
}